1.
# C40H80Cl2FN4O4

A cluster of 3 separate species, C40H80Cl2FN4O4 in total at a distorted geometry (wB97M-V/def2-TZVPD, the OMol25 dataset).

Geometry as XYZ:
```
131
Properties=species:S:1:pos:R:3:forces:R:3
H -0.325 -3.721 0.863 -1.2 -1.8 0.2
H 0.300 2.100 0.227 1.7 -1.5 0.1
C -7.058 -0.962 -1.623 -0.9 -0.1 -0.8
H 0.180 -0.630 0.748 0.7 1.2 1.4
H -2.928 -2.601 2.161 0.5 1.7 -1.8
C 10.165 -0.949 -0.483 -0.2 -0.2 0.1
H 8.341 1.234 1.784 -0.2 0.0 0.0
H 1.834 -0.485 1.640 -2.2 1.5 -0.4
H -14.011 2.907 -2.755 1.1 -1.3 2.0
H -8.722 0.259 -2.592 1.0 -0.3 2.4
H 11.404 2.956 -1.584 0.1 -0.2 0.0
H -7.984 1.182 -1.126 -0.3 -2.1 -0.8
H -6.755 -0.982 -2.773 -0.2 0.1 2.7
H 4.818 1.541 1.353 0.0 -0.1 0.1
H 4.689 3.759 2.094 0.1 -0.1 0.1
C 1.204 1.361 0.318 0.8 -0.3 1.0
H -11.091 2.319 -0.501 0.1 -0.8 -1.8
H -2.988 1.737 -0.498 -1.5 1.3 -1.2
N -10.860 1.786 -1.393 -2.1 -0.6 -0.7
H 5.658 0.910 4.467 -0.1 0.0 0.2
C 4.266 -0.235 3.302 0.0 0.1 0.0
C 1.734 0.833 -1.141 0.3 1.1 0.0
H 6.232 -0.676 3.965 0.2 0.2 -0.1
Cl -6.828 1.099 1.464 1.2 -0.8 -1.2
C 13.398 1.480 -2.634 -0.1 0.1 0.0
H -8.160 -2.977 0.608 1.6 1.3 1.8
C -2.482 -1.389 -3.168 -0.1 0.5 -1.4
H -0.602 -3.655 2.981 -1.0 -2.2 -0.8
C -7.502 -2.309 1.348 -0.4 -0.3 0.1
C 5.426 3.146 2.626 -0.1 0.4 0.0
C 8.256 1.957 3.803 0.2 0.2 0.1
C -2.773 -1.801 1.288 -0.7 -0.8 0.6
H 8.143 2.989 3.467 0.0 -0.1 0.1
H 9.192 -0.491 -0.665 0.1 -0.1 -0.1
C 12.571 0.460 -1.854 0.0 0.3 0.1
H -0.962 1.473 -1.438 0.0 -2.4 -0.3
H 11.986 -0.519 0.547 0.1 0.1 -0.2
H -4.521 -2.581 -2.993 1.2 2.2 0.6
H -4.518 0.640 0.764 -2.5 -0.2 -1.3
H -0.217 -5.601 0.951 -1.6 1.8 0.8
H 9.317 1.816 4.043 -0.1 0.0 0.0
H -1.166 0.281 -4.004 -1.8 0.1 2.0
C -4.032 -1.542 -2.669 -0.9 -0.1 -0.1
O -11.603 1.945 -3.761 -2.2 0.3 8.5
H -3.508 -0.386 -0.866 -2.0 -1.5 -0.4
H -3.096 -4.079 -1.530 0.6 1.2 1.9
O 0.234 0.584 2.622 -1.0 -0.3 -2.0
C -6.125 -1.952 0.538 3.3 -1.3 1.3
H -4.647 -0.691 -3.239 1.3 -1.8 1.2
H 4.253 -0.950 2.472 0.1 0.1 0.0
H -8.173 -1.393 1.630 1.8 -1.4 -0.8
N -4.984 -2.722 0.740 -2.9 1.1 -1.0
H -11.574 -0.327 -1.835 1.4 1.4 1.2
Cl -6.363 3.436 -0.483 0.9 -1.5 -0.7
C -13.461 2.310 -1.892 0.7 -0.1 -1.0
H 4.998 2.899 3.602 0.1 0.0 -0.1
C 0.651 -0.050 -1.998 0.6 -1.3 0.1
N 11.732 1.048 -0.805 -0.1 -0.1 0.3
H -2.488 -1.616 -4.340 -0.2 0.3 2.6
C 5.691 0.214 3.621 0.0 0.0 -0.3
H -13.451 2.917 -0.868 0.0 -1.4 -2.3
C 5.751 1.907 1.797 -0.1 -0.3 0.0
H 10.003 -1.765 0.231 0.0 0.1 -0.1
H -1.624 -1.818 1.048 -2.4 0.4 0.4
C -11.002 0.310 -1.038 -0.1 -1.2 2.1
C 0.840 0.116 1.366 1.0 0.2 -1.2
H 8.941 1.207 -1.896 0.1 -0.1 -0.1
H -7.536 -2.039 -1.426 1.2 2.2 -0.5
H 6.306 3.772 2.780 -0.1 -0.1 0.1
C -5.808 -0.760 -0.592 0.5 -2.0 1.3
C 10.811 2.105 -1.229 0.4 0.1 0.0
H 9.383 2.685 -2.735 0.1 -0.1 0.0
C 11.159 0.051 0.103 0.3 0.0 0.0
C 9.787 1.761 -2.305 -0.3 0.1 -0.2
H 13.284 -0.232 -1.388 -0.3 0.0 0.2
H -1.783 0.850 3.377 1.5 0.4 -2.2
H -4.891 -3.553 1.364 -0.8 0.9 -0.4
H -1.310 -0.356 -0.852 0.6 1.6 -1.7
H 11.979 -0.128 -2.563 0.0 -0.1 -0.1
C -2.425 -4.805 0.528 1.4 -0.7 0.1
H -1.587 0.722 1.426 0.8 0.6 1.9
H 2.001 1.807 -1.770 -0.6 -2.0 1.3
C -0.922 0.328 -1.736 0.0 1.0 -0.4
C -8.282 0.113 -1.492 -1.3 0.2 -0.9
H -9.355 0.064 0.519 -0.4 -1.1 -2.2
H 6.355 2.213 0.932 0.1 -0.2 0.2
H 10.280 2.500 -0.353 0.2 -0.3 0.0
C -3.761 2.467 -0.988 -0.6 1.2 0.1
H 14.059 0.961 -3.336 -0.1 0.0 0.1
C -9.552 -0.380 -0.570 0.3 1.3 0.6
C -3.693 -2.395 0.024 0.8 1.5 0.4
H 3.618 0.608 3.046 0.0 -0.1 0.0
H -3.711 3.504 -0.407 0.0 -2.4 -1.1
C -4.284 -1.271 -1.065 2.5 1.4 -0.3
H 0.953 -0.020 -3.152 -0.8 0.1 2.5
H 0.808 -1.188 -1.676 -0.4 2.3 -0.7
C -0.905 -4.675 1.214 0.0 0.6 0.4
O -1.071 -4.517 2.697 1.2 1.5 -1.3
H -9.616 -1.544 -0.472 -0.1 2.2 -0.4
H -1.658 -3.077 -0.736 -2.6 -1.0 0.3
H 12.768 2.155 -3.220 0.1 0.0 0.1
C -2.718 -3.588 -0.530 -0.1 -0.8 -0.5
H 10.523 -1.400 -1.413 0.0 0.1 0.1
H 2.779 0.279 -0.984 -2.5 0.9 -0.4
H -2.402 -5.857 -0.035 -0.4 2.5 1.1
H -13.971 1.242 -1.749 1.1 2.4 -0.2
C 7.841 0.962 2.722 0.0 -0.3 0.0
C -1.122 1.121 2.425 -0.4 0.9 0.2
C -7.305 -3.202 2.709 -0.5 -6.8 -0.1
H -2.766 0.950 -3.118 1.8 -1.5 0.2
H 8.261 -0.016 2.988 -0.2 0.0 0.0
C -11.931 2.022 -2.453 1.3 0.2 -4.8
H 2.089 1.951 0.850 -1.9 -1.1 -1.3
C -5.313 1.943 -0.923 0.3 -0.4 -0.5
H -1.116 2.306 2.347 0.1 -2.4 0.2
C -1.893 0.173 -3.064 1.1 -1.6 0.0
N 6.407 0.788 2.477 0.2 -0.1 -0.2
H -11.668 0.288 -0.048 1.2 -0.4 -2.2
H -5.654 1.598 -1.989 0.5 0.7 2.1
H -1.724 -2.151 -2.705 -1.6 1.5 -0.7
H -3.164 -4.875 1.431 1.3 0.1 -1.7
F -6.827 -2.518 3.932 -1.6 -2.1 -4.1
H -3.534 2.729 -2.117 -0.2 -0.7 2.4
O -7.548 -4.538 2.649 2.0 10.0 1.1
H 7.695 1.825 4.733 0.0 0.0 -0.1
H -3.174 -0.788 1.712 0.9 -1.9 -1.0
H 3.829 -0.727 4.177 0.1 0.1 -0.1
H 14.024 2.078 -1.964 -0.1 -0.1 -0.1
C -5.540 0.677 0.146 1.0 0.8 0.4
H 10.686 0.560 0.952 0.1 0.1 -0.2
H 10.217 1.183 -3.128 0.0 0.0 0.1
```
Forces are in eV/Å.

Computed properties:
Total charge: +1
Kohn-Sham gap (eV): 4.744

Löwdin population analysis, charges in e, atoms 1 to 2: atom 1 (H): 0.11, atom 2 (H): 0.10

---

2.
# C38H34As2Br2IrN

A structure of composition C38H34As2Br2IrN at a distorted geometry (wB97M-V/def2-TZVPD, the OMol25 dataset).

Geometry as XYZ:
```
78
Properties=species:S:1:pos:R:3:forces:R:3
H -3.137 -1.216 -0.707 0.0 0.0 0.0
C 4.128 0.235 -3.751 0.0 0.1 0.0
H -2.714 -5.443 1.676 0.0 0.0 0.0
C 3.131 2.366 2.514 0.0 0.0 0.0
C 0.447 -4.518 0.976 -0.1 -0.1 0.0
C -2.651 5.245 0.500 0.0 0.0 0.0
H 2.958 4.271 3.489 0.0 0.0 0.0
C -3.650 0.322 0.721 0.2 -0.3 0.2
C 3.847 -3.868 -2.285 0.0 0.0 0.0
C -2.180 -3.509 0.955 0.1 -0.1 0.0
H -2.442 1.786 -1.686 -0.1 0.0 0.2
C 2.599 3.640 2.686 0.0 0.0 0.0
C 4.100 -3.296 -1.050 0.0 0.1 0.1
H -6.674 0.707 2.172 0.0 0.0 0.0
C -1.068 -2.797 0.562 0.7 0.7 -0.5
H -2.356 3.638 -0.875 0.0 0.1 0.1
H -7.152 -1.259 0.752 0.0 0.0 0.0
C 2.674 1.561 1.486 -0.1 -0.1 0.0
H -0.139 2.765 -1.679 0.0 0.1 0.0
C 1.627 4.110 1.819 0.0 0.0 0.0
C 3.410 2.235 -1.954 0.0 0.0 0.0
C -2.312 3.361 2.522 0.0 0.0 -0.2
C -2.725 5.627 1.831 0.0 0.0 0.0
As 1.193 0.814 -0.808 0.6 0.0 -0.3
C 2.714 1.029 -1.977 -0.1 -0.1 -0.1
H 0.702 -2.772 -2.806 0.0 0.0 0.0
Br 5.168 -4.928 -3.108 0.0 0.0 0.0
C 1.649 -2.912 -2.300 0.3 -0.1 0.1
H 3.096 0.570 1.349 0.0 0.0 0.0
N 0.107 -3.282 0.632 0.4 -0.5 0.2
C 1.895 -2.313 -1.063 -0.7 -0.3 -0.7
H 3.147 3.015 -1.251 0.0 0.0 0.0
H 2.442 -4.136 -3.881 0.0 0.0 0.0
H 3.329 -2.092 0.537 0.0 0.0 0.0
H 4.408 -0.545 -4.447 0.0 0.0 0.0
C 1.170 3.303 0.781 0.0 0.0 0.0
C -6.168 -0.810 0.739 0.0 0.0 0.0
C -0.253 1.689 -1.777 -0.1 0.1 0.3
C -4.636 0.860 1.547 0.0 0.0 0.0
H -5.396 -2.191 -0.717 0.0 0.0 0.0
As -1.938 1.156 0.647 -0.6 -0.2 0.3
H 0.659 -6.929 2.117 0.0 0.0 0.0
H 5.051 -3.461 -0.562 0.0 0.0 0.0
Br -0.402 -0.299 2.176 -1.5 1.8 -1.1
H -2.906 6.663 2.084 0.0 0.0 0.0
H 5.653 1.592 -4.405 0.0 0.0 0.0
H -3.181 -3.114 0.970 -0.1 0.0 0.0
C 4.462 2.434 -2.834 0.0 0.0 0.0
H -2.181 2.643 3.312 0.1 -0.2 0.2
H -2.636 4.983 3.878 0.0 0.0 0.0
C 3.069 0.029 -2.879 -0.1 0.0 -0.1
H 1.489 -4.805 0.958 0.0 0.0 0.0
H -1.068 -7.155 2.428 0.0 0.0 0.0
C -0.598 -5.358 1.347 -0.1 0.0 0.0
H 0.430 3.703 0.102 0.0 0.0 0.0
H -1.749 0.166 -1.605 -0.1 0.0 0.1
C -5.899 0.289 1.545 0.0 0.0 0.0
C 1.683 2.023 0.621 -0.1 0.0 0.1
H -0.419 -7.418 0.814 0.0 0.0 0.0
H 1.229 5.109 1.935 0.0 0.0 0.0
C -1.891 -4.818 1.350 -0.1 0.0 0.0
C -1.607 1.201 -1.294 0.6 -0.5 -0.1
C -5.180 -1.341 -0.083 0.0 0.0 0.1
H 3.902 2.005 3.181 0.0 0.0 0.0
H -4.432 1.725 2.163 0.0 0.0 0.0
Ir 0.425 -1.394 0.006 0.3 -0.6 1.1
H -0.111 1.435 -2.826 -0.1 0.0 0.0
C -0.339 -6.793 1.706 0.0 0.0 0.0
C -3.910 -0.790 -0.080 0.0 0.1 -0.1
H 2.525 -0.906 -2.907 0.1 0.2 -0.1
C -2.402 3.922 0.170 0.0 -0.1 -0.3
H -2.785 5.975 -0.286 0.0 0.0 0.0
C -2.238 2.982 1.183 0.5 -0.1 0.5
H 5.003 3.371 -2.819 0.0 0.0 0.0
C 2.625 -3.684 -2.915 -0.1 0.0 0.0
C -2.567 4.686 2.840 0.0 0.0 0.0
C 3.118 -2.527 -0.433 0.0 0.1 -0.1
C 4.824 1.435 -3.728 0.0 0.0 0.0
```
Forces are in eV/Å.

Computed properties:
Energy relative to the best compared isomer or geometry (same formula, charge and spin) (eV): 3.765
Total charge: +2
Kohn-Sham gap (eV): 4.812

Löwdin population analysis, charges in e, atoms 1 to 2: atom 1 (H): 0.09, atom 2 (C): -0.05

---

3.
# CH5N3

The ion CH5N3 with charge -1 at a distorted geometry (wB97M-V/def2-TZVPD, the OMol25 dataset).

Geometry as XYZ:
```
9
Properties=species:S:1:pos:R:3:forces:R:3
H -0.595 -1.177 -1.459 -0.3 -0.6 -0.6
H 0.445 0.041 -1.893 -0.1 0.7 -0.3
H -0.088 1.210 1.424 0.9 1.1 -1.9
H -0.449 -0.679 1.963 0.0 1.2 1.0
N 0.279 1.037 0.443 -0.3 -0.7 0.5
C -0.011 -0.231 0.107 1.0 0.1 1.2
H 0.537 1.479 -0.406 0.2 2.7 -0.1
N -0.356 -1.003 1.043 -1.0 -4.0 -1.8
N 0.239 -0.675 -1.223 -0.4 -0.4 1.9
```
Forces are in eV/Å.

Computed properties:
Energy relative to the best compared isomer or geometry (same formula, charge and spin) (eV): 0.928
Total charge: -1
Kohn-Sham gap (spin up / spin down) (eV): 3.918 / 9.428
Multiplicity: 2

Löwdin population analysis, charges in e, atoms 1 to 2: atom 1 (H): 0.02, atom 2 (H): -0.04

---

4.
# C18H23GaIN8S2

A structure of composition C18H23GaIN8S2 at a distorted geometry (wB97M-V/def2-TZVPD, the OMol25 dataset).

Geometry as XYZ:
```
53
Properties=species:S:1:pos:R:3:forces:R:3
N -1.629 0.503 0.180 0.4 -0.3 -0.7
S -4.183 0.343 -0.006 0.6 0.1 0.2
H 2.541 -1.261 2.115 -0.1 -0.1 -0.1
H -5.157 1.412 2.496 0.1 0.1 0.1
C -3.390 0.823 1.491 -0.2 0.0 -0.5
H 3.530 4.737 2.434 0.1 0.0 0.0
Ga 0.320 -0.639 0.707 0.8 -0.4 0.2
N -2.392 -0.059 -1.973 0.0 -0.1 -0.2
H -3.635 1.844 3.311 -0.1 0.0 -0.1
C 1.303 -1.832 -3.226 -0.3 0.1 0.3
C -4.218 -0.220 3.562 -0.1 0.2 0.0
C -4.149 1.071 2.738 -0.1 -0.2 0.3
N -0.736 -2.169 -0.272 1.1 0.5 -0.5
C -1.770 -2.660 1.647 0.3 0.4 0.0
H 2.838 -1.141 -4.556 0.0 0.0 -0.1
H 3.040 -0.688 0.521 -0.1 0.0 0.0
C 1.070 2.554 1.661 0.2 0.3 -0.3
I 2.540 -3.304 0.387 0.1 0.3 0.2
H -4.741 -0.032 4.494 -0.1 0.0 0.1
H -3.215 -0.576 3.785 0.1 0.0 0.0
C 0.593 4.729 0.769 0.1 0.0 0.0
H -0.057 5.389 0.215 -0.1 0.0 0.0
H 1.238 0.828 2.665 -0.2 0.0 -0.3
C 0.249 3.399 0.926 -0.1 -0.2 0.0
C -2.581 0.234 -0.685 -0.5 0.1 0.3
C 2.443 0.254 -2.972 0.0 -0.1 0.0
H -1.471 0.021 -2.366 0.0 0.0 -0.1
N -2.117 0.852 1.389 -0.5 0.6 0.9
C 1.766 5.216 1.326 0.0 0.1 0.0
H 2.926 2.367 2.721 0.0 -0.1 0.1
H 1.848 1.357 -1.212 0.1 0.1 0.0
C 2.266 3.030 2.180 0.0 -0.1 -0.1
N -1.650 -2.871 0.351 -1.1 -1.0 -0.3
H 2.015 6.262 1.231 0.1 0.1 -0.1
H -3.248 -4.030 1.758 0.0 -0.1 -0.1
C 2.279 -1.257 1.055 -0.6 -0.1 -0.3
H 3.161 0.990 -3.297 0.1 0.0 0.0
H -3.177 -0.277 -2.563 0.2 0.0 0.0
H 1.128 -2.771 -3.725 0.0 -0.1 -0.1
C 1.711 0.471 -1.819 0.3 0.2 -0.1
N 0.654 1.203 1.913 -0.2 -0.4 0.4
N -2.752 -3.318 2.267 -0.2 -0.3 0.1
H -0.818 -3.251 -2.044 0.0 0.0 0.0
H -4.746 -0.998 3.015 -0.1 -0.1 0.0
C 2.247 -0.930 -3.678 0.0 0.2 0.2
C 0.590 -1.533 -2.062 0.6 0.4 -0.4
C 2.611 4.361 2.012 -0.1 0.0 0.0
H -0.317 1.218 2.252 0.1 0.0 0.0
H -0.659 3.000 0.494 -0.1 0.1 0.0
S -0.809 -1.602 2.603 0.4 0.1 0.0
C -0.403 -2.412 -1.495 -0.6 -0.4 0.9
N 0.812 -0.396 -1.370 -0.1 -0.2 -0.2
H -2.794 -3.317 3.271 0.0 0.0 0.0
```
Forces are in eV/Å.

Computed properties:
Energy relative to the best compared isomer or geometry (same formula, charge and spin) (eV): 0.884
Total charge: +1
Kohn-Sham gap (eV): 7.344

Löwdin population analysis, charges in e, atoms 1 to 2: atom 1 (N): -0.05, atom 2 (S): 1.14

---

Q: total charge of number 2 (C38H34As2Br2IrN)?
A: +2